Here is a molecular structure, C16H31N2O4OsSe at a distorted geometry from the Open Molecules 2025 dataset. Energies are from ωB97M-V/def2-TZVPD.

Element x y z (Å)
Os (0.344, 0.241, -0.406)
C (-0.385, 1.070, 1.854)
C (0.009, 2.025, 0.891)
C (-0.997, 1.994, -0.131)
C (-1.896, 0.897, 0.128)
C (-1.549, 0.359, 1.369)
C (-2.431, -0.555, 2.156)
C (-3.137, 0.623, -0.656)
C (-1.232, 3.104, -1.101)
C (0.972, 3.155, 1.102)
C (0.158, 1.034, 3.239)
H (-1.906, -1.173, 2.880)
H (-3.030, -1.197, 1.513)
H (-3.128, 0.070, 2.723)
H (-2.974, 0.789, -1.720)
H (-3.932, 1.300, -0.335)
H (-3.498, -0.394, -0.515)
H (-0.512, 3.095, -1.912)
H (-1.136, 4.056, -0.576)
H (-2.234, 3.043, -1.525)
H (1.246, 3.611, 0.154)
H (1.898, 2.808, 1.561)
H (0.533, 3.917, 1.751)
H (-0.465, 1.714, 3.831)
H (1.174, 1.419, 3.288)
H (0.107, 0.062, 3.723)
C (0.993, -1.379, -3.057)
N (0.150, -1.471, -1.834)
C (-1.255, -1.556, -2.271)
C (0.547, -2.711, -1.124)
C (1.661, -2.375, -0.180)
N (1.152, -1.407, 0.844)
C (0.245, -2.150, 1.744)
C (2.341, -0.975, 1.634)
H (0.810, -2.264, -3.672)
H (2.043, -1.329, -2.792)
H (0.735, -0.492, -3.615)
H (-1.393, -2.415, -2.932)
H (-1.510, -0.647, -2.813)
H (-1.905, -1.661, -1.404)
H (0.889, -3.456, -1.845)
H (-0.318, -3.129, -0.612)
H (2.481, -1.899, -0.715)
H (2.047, -3.262, 0.328)
H (0.700, -3.108, 2.007)
H (-0.714, -2.324, 1.271)
H (0.099, -1.583, 2.655)
H (2.837, -1.857, 2.046)
H (2.027, -0.335, 2.454)
H (3.023, -0.434, 0.988)
O (2.855, 0.948, -3.497)
Se (2.175, 1.526, -2.172)
O (2.325, 0.425, -0.854)
O (0.463, 1.235, -2.166)
O (2.498, 3.019, -1.698)

ΔE to the lowest compared entry with this formula, charge and spin in kcal per mole: 6.54
Total charge: +1
E_tot in Ha: -3530.5079
LUMO in eV: -4.04
Frontier orbital gap in eV: 8.08
M in g mol⁻¹: 584.6
HOMO energy in eV: -12.11

Here is 2 unconnected molecules or ions with the total composition C16H31N3O8S at a distorted geometry from the Open Molecules 2025 dataset. Energies are from ωB97M-V/def2-TZVPD.

Element x y z (Å)
C (0.185, -4.997, -3.239)
C (1.430, -4.119, -3.346)
C (1.036, -2.653, -3.538)
S (2.474, -4.397, -1.856)
C (2.032, -3.143, -0.588)
O (2.565, -1.882, -1.023)
C (2.411, -0.805, -0.084)
C (3.041, 0.452, -0.689)
O (2.185, 0.937, -1.728)
C (3.053, -1.139, 1.275)
O (4.480, -1.234, 1.170)
C (2.483, -2.463, 1.798)
O (3.158, -2.834, 3.016)
C (2.648, -3.571, 0.753)
O (2.011, -4.751, 1.268)
H (0.471, -6.048, -3.134)
H (-0.434, -4.894, -4.135)
H (-0.412, -4.711, -2.367)
H (2.004, -4.440, -4.222)
H (1.933, -2.030, -3.603)
H (0.419, -2.302, -2.706)
H (0.466, -2.533, -4.464)
H (0.944, -3.082, -0.487)
H (1.343, -0.624, 0.077)
H (4.033, 0.217, -1.091)
H (3.169, 1.223, 0.076)
H (2.108, 0.238, -2.406)
H (2.807, -0.346, 1.989)
H (4.827, -1.791, 1.892)
H (1.411, -2.335, 1.991)
H (2.966, -2.196, 3.728)
H (3.715, -3.761, 0.591)
H (2.420, -4.988, 2.120)
C (-3.713, 4.152, 4.054)
N (-3.222, 3.332, 2.947)
C (-3.740, 3.334, 1.714)
O (-4.707, 4.032, 1.420)
C (-3.084, 2.389, 0.675)
C (-1.597, 2.685, 0.367)
C (-0.619, 2.046, 1.338)
N (0.615, 1.869, 0.938)
O (-0.938, 1.690, 2.459)
N (-3.837, 2.245, -0.583)
C (-4.125, 3.139, -1.533)
C (-3.486, 4.514, -1.557)
O (-4.875, 2.817, -2.442)
H (-4.683, 3.780, 4.388)
H (-3.008, 4.117, 4.886)
H (-3.829, 5.187, 3.723)
H (-2.433, 2.718, 3.119)
H (-3.113, 1.401, 1.139)
H (-1.422, 3.759, 0.358)
H (-1.356, 2.298, -0.624)
H (0.896, 2.080, -0.009)
H (1.252, 1.503, 1.619)
H (-4.336, 1.379, -0.706)
H (-3.964, 5.102, -2.341)
H (-2.428, 4.417, -1.779)
H (-3.631, 5.019, -0.607)

Total charge: 0
E_tot in Ha: -1792.6816
LUMO in eV: 0.07
Frontier orbital gap in eV: 9.03
M in g mol⁻¹: 425.5
HOMO energy in eV: -8.96
Structure (SMILES): CC(C)S[C@@H]1O[C@H](CO)[C@H](O)[C@H](O)[C@H]1O.CNC(=O)[C@H](CC(N)=O)NC(C)=O

Here is a molecular structure, C16H31NO3P2Tc at a distorted geometry from the Open Molecules 2025 dataset. Energies are from ωB97M-V/def2-TZVPD.

Element x y z (Å)
Tc (0.075, 0.125, 0.168)
P (2.417, -0.129, -0.167)
P (-2.400, 0.111, 0.182)
N (-0.034, 0.936, -1.484)
H (1.337, -2.417, 2.185)
C (3.170, -1.583, -0.982)
H (4.269, -1.490, -0.978)
H (2.820, -1.641, -2.017)
H (2.885, -2.493, -0.443)
C (3.405, -0.084, 1.374)
H (4.465, -0.274, 1.141)
H (3.023, -0.844, 2.064)
H (3.304, 0.899, 1.846)
C (3.173, 1.252, -1.108)
H (4.271, 1.223, -1.005)
H (2.794, 2.201, -0.707)
H (2.892, 1.163, -2.165)
C (-3.445, -1.231, -0.498)
H (-4.515, -1.002, -0.365)
H (-3.217, -2.170, 0.019)
H (-3.234, -1.342, -1.565)
C (-3.074, 0.231, 1.885)
H (-4.177, 0.236, 1.838)
H (-2.732, 1.163, 2.350)
H (-2.741, -0.628, 2.481)
C (-3.141, 1.592, -0.612)
H (-4.218, 1.659, -0.380)
H (-2.999, 1.522, -1.698)
H (-2.631, 2.488, -0.235)
C (-0.030, 1.796, -2.534)
C (0.025, 2.170, -4.975)
C (-0.013, 1.301, -3.879)
C (-0.010, 3.226, -2.371)
C (0.026, 4.074, -3.482)
C (0.042, 3.555, -4.778)
H (0.039, 1.740, -5.980)
H (-0.018, 0.212, -3.987)
H (-0.010, 3.627, -1.351)
H (0.043, 5.158, -3.341)
H (0.065, 4.221, -5.640)
C (0.283, -2.604, 1.929)
O (-0.095, -1.649, 0.865)
C (0.125, -3.970, 1.270)
H (-0.243, -4.751, 1.949)
H (1.100, -4.282, 0.883)
H (-0.567, -3.874, 0.430)
C (-0.482, -2.493, 3.242)
H (-1.430, -3.052, 3.186)
H (-0.631, -1.479, 3.570)
H (0.102, -2.992, 4.036)
O (0.946, 0.290, 3.122)
C (0.544, 1.381, 2.722)
O (0.114, 1.601, 1.488)
H (0.515, 2.293, 3.342)

ΔE to the lowest compared entry with this formula, charge and spin in kcal per mole: 0.00
Total charge: 0
E_tot in Ha: -1672.2188
LUMO (spin up / spin down) in eV: 0.62 / -0.47
Frontier orbital gap (spin up / spin down) in eV: 7.05 / 6.68
Expectation value of S²: 3.794
M in g mol⁻¹: 445.4
2S+1: 4
HOMO energy (spin up / spin down) in eV: -6.43 / -7.15

Here is C16H31NO6 in the gas phase from the Open Molecules 2025 dataset. Energies are from ωB97M-V/def2-TZVPD.

Element x y z (Å)
C (-7.730, -0.354, 0.453)
C (-6.530, 0.480, 0.019)
C (-5.215, -0.119, 0.512)
C (-4.008, 0.714, 0.086)
C (-2.698, 0.100, 0.576)
C (-1.470, 0.955, 0.257)
C (-1.123, 0.962, -1.232)
C (0.100, 1.822, -1.576)
O (1.352, 1.147, -1.564)
C (1.893, 0.824, -0.324)
O (1.430, -0.398, 0.189)
C (1.701, -1.509, -0.660)
C (1.082, -2.734, 0.019)
O (-0.310, -2.617, 0.123)
C (3.201, -1.691, -0.910)
O (3.844, -2.117, 0.267)
C (3.818, -0.368, -1.405)
O (5.213, -0.558, -1.452)
C (3.424, 0.783, -0.462)
N (4.002, 0.626, 0.852)
C (5.260, 1.044, 1.128)
C (5.714, 0.727, 2.532)
O (5.938, 1.639, 0.312)
H (-8.655, 0.088, 0.091)
H (-7.654, -1.365, 0.059)
H (-7.780, -0.413, 1.538)
H (-6.510, 0.546, -1.071)
H (-6.634, 1.495, 0.410)
H (-5.110, -1.132, 0.118)
H (-5.239, -0.190, 1.602)
H (-4.108, 1.725, 0.489)
H (-3.999, 0.789, -1.003)
H (-2.762, -0.027, 1.660)
H (-2.579, -0.891, 0.134)
H (-0.617, 0.574, 0.821)
H (-1.654, 1.982, 0.586)
H (-0.944, -0.058, -1.574)
H (-1.970, 1.358, -1.793)
H (0.149, 2.691, -0.905)
H (0.025, 2.178, -2.606)
H (1.614, 1.570, 0.438)
H (1.215, -1.337, -1.632)
H (1.281, -3.623, -0.581)
H (1.547, -2.854, 1.005)
H (-0.495, -1.782, 0.570)
H (3.331, -2.451, -1.697)
H (4.792, -2.015, 0.092)
H (3.421, -0.137, -2.405)
H (5.655, 0.288, -1.283)
H (3.784, 1.730, -0.879)
H (3.539, -0.039, 1.455)
H (6.715, 1.119, 2.683)
H (5.036, 1.177, 3.253)
H (5.719, -0.350, 2.685)

ΔE to the lowest compared entry with this formula, charge and spin in kcal per mole: 0.00
Total charge: 0
E_tot in Ha: -1134.4815
LUMO in eV: 0.72
Frontier orbital gap in eV: 10.22
M in g mol⁻¹: 333.4
HOMO energy in eV: -9.51
Structure (SMILES): CCCCCCCCO[C@H]1O[C@H](CO)[C@H](O)[C@H](O)[C@@H]1NC(C)=O

Here is a molecular structure, C16H31NOP2Re at a distorted geometry from the Open Molecules 2025 dataset. Energies are from ωB97M-V/def2-TZVPD.

Element x y z (Å)
P (0.718, 1.947, -0.995)
P (2.093, -1.476, 0.086)
C (2.393, 1.236, -0.717)
C (2.718, -0.222, -1.107)
H (2.660, 1.420, 0.341)
H (3.058, 1.890, -1.306)
H (2.325, -0.467, -2.101)
H (3.805, -0.374, -1.126)
C (3.457, -1.882, 1.213)
H (3.092, -2.576, 1.987)
H (3.844, -0.972, 1.698)
H (4.270, -2.372, 0.650)
C (1.914, -2.962, -0.944)
H (2.874, -3.495, -0.975)
H (1.601, -2.698, -1.966)
H (1.156, -3.620, -0.489)
C (0.831, 3.540, -0.140)
H (-0.148, 4.028, -0.078)
H (1.509, 4.198, -0.708)
H (1.243, 3.435, 0.873)
C (0.611, 2.415, -2.735)
H (0.828, 1.552, -3.378)
H (1.334, 3.218, -2.934)
H (-0.402, 2.789, -2.940)
Re (-2.647, 0.311, 0.644)
C (-2.142, -1.800, 0.499)
C (-1.603, -1.483, 1.775)
C (-0.234, -0.990, 2.148)
C (0.096, 0.494, 1.808)
C (-0.787, 1.148, 0.768)
C (-0.600, 0.750, -0.779)
C (-0.333, -0.735, -1.003)
C (-1.353, -1.868, -0.789)
C (-3.880, 1.350, -0.568)
H (-3.049, -2.422, 0.506)
H (-2.167, -1.856, 2.638)
H (0.564, -1.660, 1.746)
H (-0.143, -1.062, 3.248)
H (-0.001, 1.092, 2.734)
H (1.152, 0.605, 1.514)
H (-0.941, 2.231, 0.932)
H (-1.430, 1.081, -1.430)
H (0.423, -0.935, -0.178)
H (0.118, -0.866, -2.001)
H (-2.034, -1.965, -1.646)
H (-0.798, -2.828, -0.799)
H (-4.604, 0.629, -0.975)
H (-3.381, 1.893, -1.379)
H (-4.390, 2.046, 0.112)
O (-5.223, -1.217, 3.476)
C (-4.548, -0.574, 2.763)
N (-3.851, 0.079, 2.027)

ΔE to the lowest compared entry with this formula, charge and spin in kcal per mole: 0.00
Total charge: +2
E_tot in Ha: -1518.4848
LUMO (spin up / spin down) in eV: -6.85 / -8.21
Frontier orbital gap (spin up / spin down) in eV: 6.81 / 5.48
Expectation value of S²: 3.793
M in g mol⁻¹: 501.6
2S+1: 4
HOMO energy (spin up / spin down) in eV: -13.65 / -13.69

> What is the formula in the third record?

C16H31NO3P2Tc